DFT (ωB97M-V with the def2-TZVPD basis set) results for a gas-phase ion, C6H11N (charge -1) at a distorted geometry.

Structure (XYZ):
```
18
C6H11N (ωB97M-V with the def2-TZVPD basis set)
C -2.118 -0.770 1.068
C -0.672 -0.385 1.348
N 0.917 -0.569 -2.115
C -0.079 -0.519 -1.090
C 0.143 0.054 0.149
C 1.084 1.122 0.370
C 1.679 1.965 -0.550
H -2.121 -1.563 0.313
H -2.685 -1.215 1.892
H -2.650 0.059 0.586
H -0.680 0.184 2.286
H -0.194 -1.338 1.674
H 1.776 -0.118 -1.822
H 1.114 -1.494 -2.465
H -0.892 -1.211 -1.292
H 1.502 1.039 1.374
H 1.342 2.218 -1.534
H 2.533 2.542 -0.192
```

Values from the calculation:
Charge: -1
⟨S²⟩: 0.7706
2S+1: 2
F_max in eV/A: 2.116
HOMO energy (spin up / spin down) in eV: 0.5 / -2.1
Orbital gap (spin up / spin down) in eV: 3.74 / 6.20

***

DFT (ωB97M-V with the def2-TZVPD basis set) results for a single C6H11N molecule.

Structure (XYZ):
```
18
C6H11N (ωB97M-V with the def2-TZVPD basis set)
C 2.178 0.405 -0.042
C 1.139 -0.677 -0.330
C -0.346 -0.251 -0.409
C -2.133 -0.749 1.669
C -0.595 0.993 -1.274
C -1.042 -0.173 0.909
N -1.147 0.383 2.028
H 2.170 1.182 -0.813
H 3.179 -0.044 -0.045
H 2.028 0.880 0.934
H 1.231 -1.473 0.417
H 1.375 -1.142 -1.295
H -2.013 -1.694 2.198
H -3.169 -0.464 1.473
H -0.870 -1.081 -0.895
H -1.644 1.304 -1.229
H 0.018 1.847 -0.977
H -0.358 0.754 -2.317
```

Values from the calculation:
SMILES string: CC[C@H](C)C1=NC1
F_max in eV/A: 0.586
HOMO energy in eV: -9.6
Orbital gap in eV: 10.64